13
Properties=species:S:1:pos:R:3:forces:R:3:mulliken_charge:R:1 method="wB97M-V/def2-TZVPD" molar_mass_g_mol=65.10 e_lumo_ev=-3.4 relative_energy_kj_mol=51.9 gap_ha=0.44913 max_force_ev_per_a=1.74 total_charge=+1 multiplicity=1
N -0.46592 -2.19368 0.08926 -0.86 -1.13 0.98 -0.933
H 0.28324 -2.87967 0.13708 0.31 0.00 0.14 0.281
H -1.16254 -2.60841 0.76947 0.94 0.95 -0.70 0.283
H 0.52075 -0.53007 0.13307 -0.32 -0.62 -0.41 0.386
H -0.89069 -2.44249 -0.79697 -0.18 0.30 -0.37 0.277
N 0.88047 0.37645 -0.23607 -0.25 -0.23 0.87 -0.216
C -0.20138 1.33034 0.10922 -1.69 0.39 -0.11 -0.348
O 0.09645 2.59740 -0.35624 0.89 -0.24 0.00 -0.475
H 1.16232 0.22008 -1.20864 -0.07 0.60 0.15 0.346
H 1.63978 0.62215 0.39185 0.77 0.09 -0.56 0.391
H -1.17107 1.01997 -0.30970 0.49 -0.49 -0.08 0.320
H -0.27817 1.20032 1.19630 0.03 0.49 -0.04 0.337
H -0.41322 3.28761 0.08138 -0.07 -0.11 0.12 0.352

13
Properties=species:S:1:pos:R:3:forces:R:3:mulliken_charge:R:1 method="wB97M-V/def2-TZVPD" molar_mass_g_mol=63.10 smiles=NCN.N e_lumo_ev=0.7 relative_energy_kj_mol=11.0 gap_ha=0.37573 max_force_ev_per_a=0.56 total_charge=0 multiplicity=1
N -2.26949 -1.10977 0.90772 0.36 0.16 0.18 -0.602
C -0.99099 -0.67424 1.44888 0.00 0.04 -0.02 -0.312
N -0.72174 0.75061 1.21081 0.16 -0.15 -0.16 -0.620
H -2.20181 -1.11678 -0.10017 -0.06 -0.11 -0.18 0.204
H -2.96402 -0.40709 1.12722 -0.12 0.03 0.12 0.272
H -0.22585 -1.34067 1.04588 0.08 -0.02 -0.19 0.294
H -0.95155 -0.82397 2.52639 -0.30 0.00 0.10 0.331
H 0.04855 1.05856 1.78858 0.04 0.07 0.23 0.239
H -0.39875 0.89538 0.26000 -0.16 -0.02 -0.09 0.192
N 2.70771 0.70808 -2.78801 0.09 -0.18 -0.52 -0.647
H 2.29742 -0.18306 -2.56656 -0.15 -0.09 0.10 0.220
H 3.59074 0.78722 -2.31336 0.04 0.18 0.20 0.212
H 2.07978 1.45573 -2.54737 0.01 0.09 0.22 0.217

15
Properties=species:S:1:pos:R:3:forces:R:3:mulliken_charge:R:1 method="wB97M-V/def2-TZVPD" molar_mass_g_mol=95.10 smiles="N=C(N)N.O.O" e_lumo_ev=0.6 relative_energy_kj_mol=87.8 gap_ha=0.36037 max_force_ev_per_a=3.87 total_charge=0 multiplicity=1
N 1.55162 -0.67674 0.26140 -3.55 0.79 -1.16 -0.707
C 0.31294 -1.10674 0.07996 1.22 -0.68 -1.38 0.554
N -0.40985 -2.19970 0.59139 0.46 1.78 0.48 -0.453
N -0.43246 -0.62319 -0.97185 -1.88 -2.76 1.96 -0.448
H 2.03584 -0.99621 1.04823 0.61 -1.13 1.23 0.169
H -0.11065 -2.56668 1.43769 0.72 -0.94 1.46 0.195
H -0.74143 -2.85210 -0.07168 -0.26 -0.46 -0.63 0.216
H -1.46688 -0.74352 -0.86432 1.76 0.55 -0.31 0.264
H -0.06271 0.16278 -1.35055 0.67 2.97 -1.77 0.247
O -2.08818 2.21787 1.05063 -0.35 -1.35 0.56 -0.619
H -1.79433 1.50177 1.63620 -0.77 -0.42 -0.30 0.301
H -1.34828 2.75998 1.23332 1.13 1.73 -0.28 0.304
O 1.32228 1.61674 -1.65906 -1.17 -1.54 -1.32 -0.682
H 1.63709 2.46029 -1.47154 0.81 2.20 0.51 0.302
H 1.59498 1.04544 -0.94983 0.61 -0.74 0.96 0.355